(1)
A single C22H34N4O2 molecule. Source: the OMol25 dataset; level of theory: ωB97M-V/def2-TZVPD.

Its total energy is -1228.2698 hartree. The LUMO energy is 0.63 eV. The SMILES is CCCN1CCC(NC(=O)C[C@H]2C(=O)NCCN2Cc2ccccc2C)CC1. As for the frontier orbital gap: 9.03 eV.

```
! wB97M-V def2-TZVPD RIJCOSX def2/J DEFGRID3
* xyz 0 1
C 5.83679 -1.90087 -4.65997
C 4.36523 -2.26670 -4.51054
C 3.81618 -1.81167 -3.15825
N 2.51166 -2.38353 -2.87328
C 1.45371 -1.76320 -3.65284
C 0.13796 -2.51432 -3.46185
C -0.26645 -2.55947 -1.98834
N -0.66072 -1.24728 -1.52751
C -1.74773 -1.01511 -0.77919
O -2.56400 -1.85623 -0.45670
C -1.86309 0.44789 -0.35213
C -0.69723 0.86234 0.57909
C 0.28775 1.67886 -0.24792
O 0.79607 1.20502 -1.25496
N 0.57049 2.92539 0.14750
C 0.05317 3.53441 1.34843
C -0.24065 2.42865 2.35101
N -1.21480 1.53613 1.76074
C -1.72452 0.57066 2.73184
C -2.43846 1.24825 3.87018
C -1.91617 1.16241 5.15401
C -2.54211 1.77389 6.22559
C -3.70705 2.48867 6.01615
C -4.23486 2.57938 4.74047
C -3.61860 1.96678 3.65770
C -4.22032 2.07023 2.29128
C 0.91229 -3.10191 -1.17357
C 2.18548 -2.31066 -1.45962
H 5.97246 -0.82502 -4.56953
H 6.21096 -2.21332 -5.63204
H 6.43311 -2.38617 -3.89036
H 3.80154 -1.80591 -5.32285
H 4.24035 -3.34792 -4.58525
H 4.50221 -2.15999 -2.38070
H 3.79491 -0.70754 -3.11503
H 1.73015 -1.80461 -4.70759
H 1.32980 -0.70022 -3.37662
H 0.26295 -3.53719 -3.81846
H -0.64642 -2.03417 -4.04893
H -1.14118 -3.20462 -1.84900
H -0.01288 -0.47936 -1.68064
H -2.80798 0.58263 0.16974
H -1.87315 1.07669 -1.24430
H -0.13791 -0.04937 0.87339
H 1.18974 3.45689 -0.44816
H 0.79408 4.23184 1.74543
H -0.87078 4.08388 1.13156
H -0.66779 2.85369 3.26077
H 0.69960 1.90893 2.61318
H -0.89986 -0.04492 3.13339
H -2.41340 -0.09901 2.21187
H -1.00492 0.60353 5.31758
H -2.12067 1.69274 7.21650
H -4.20527 2.97262 6.84319
H -5.14802 3.13534 4.58091
H -3.48158 2.43734 1.58256
H -5.07717 2.73927 2.29735
H -4.55367 1.08894 1.95356
H 1.07640 -4.14404 -1.44917
H 0.67783 -3.05775 -0.10845
H 3.01268 -2.74797 -0.89327
H 2.06388 -1.26324 -1.12798
*
```

Now the Mulliken charges, all in e:
1 C -1.39
2 C -0.18
3 C -0.80
4 N 0.03
5 C -0.44
6 C -1.07
7 C -0.56
8 N 0.29
9 C 0.65
10 O -0.72
11 C -0.97
12 C 0.33
13 C 0.02
14 O -0.73
15 N -0.13
16 C -0.91
17 C -0.60
18 N 0.39
19 C -0.88
20 C 0.10
21 C -0.51
22 C -0.69
23 C -0.59
24 C -0.80
25 C 0.94
26 C -1.15
27 C -1.03
28 C -0.57
29 H 0.33
30 H 0.39
31 H 0.35
32 H 0.28
33 H 0.33
34 H 0.43
35 H 0.24
36 H 0.41
37 H 0.18
38 H 0.45
39 H 0.41
40 H 0.39
41 H 0.10
42 H 0.16
43 H 0.47
44 H 0.29
45 H 0.31
46 H 0.47
47 H 0.28
48 H 0.44
49 H 0.30
50 H 0.50
51 H 0.48
52 H 0.39
53 H 0.40
54 H 0.39
55 H 0.37
56 H 0.16
57 H 0.44
58 H 0.29
59 H 0.42
60 H 0.44
61 H 0.48
62 H 0.21

***

(2)
A molecular structure, C17H18Cl5N8O4STa. Source: the OMol25 dataset; level of theory: ωB97M-V/def2-TZVPD.

Its total energy is -4153.5358 hartree. The LUMO energy (alpha / beta) is -3.47 / -3.46 eV. As for the frontier orbital gap (alpha / beta): 5.78 / 7.28 eV.

```
! wB97M-V def2-TZVPD RIJCOSX def2/J DEFGRID3
* xyz 1 2
Ta -1.01472 -0.36206 -0.73112
N 2.60873 0.01973 1.57157
N 2.31436 0.99456 2.52551
C 1.10705 1.57792 2.56894
N 0.87542 2.44764 3.54356
N 0.26496 1.19277 1.58155
N -0.94966 1.70126 1.52366
O -1.41037 2.61198 2.17646
O -1.65079 1.20676 0.57734
H 3.16430 -0.70810 1.99837
H 3.08949 0.42359 0.77537
H 3.06190 1.40757 3.06496
H 1.56332 2.59786 4.26268
H 0.02737 2.99039 3.54109
O -1.35433 0.68940 -2.46600
N -2.57621 0.92947 -2.99209
C -2.56273 1.66667 -4.12821
C -3.72726 1.97242 -4.76484
C -4.92788 1.50544 -4.21454
C -4.91043 0.76561 -3.06335
C -3.70193 0.45669 -2.41146
S -3.62200 -0.45942 -0.96142
H -1.57311 1.96047 -4.44134
H -3.70144 2.56071 -5.66911
H -5.87199 1.72800 -4.69266
H -5.82180 0.39761 -2.61547
C -1.56476 -3.11765 -2.26610
O -1.08209 -2.01058 -1.55072
H -1.33401 -2.98643 -3.32326
H -2.64434 -3.18757 -2.12315
H -1.07393 -4.02096 -1.90222
Cl 1.75932 -2.84258 -1.08603
C 2.16560 -1.15793 -1.38059
C 1.22418 -0.15646 -1.15166
C 1.72229 1.13096 -1.36505
Cl 0.66833 2.51286 -1.07314
C 3.01530 1.43302 -1.78262
Cl 3.53676 3.05468 -2.01601
C 3.90192 0.38396 -2.01883
Cl 5.50313 0.70581 -2.54785
C 3.47188 -0.92430 -1.81106
Cl 4.57621 -2.21661 -2.08259
C -0.69114 -4.47963 3.22597
N -1.07081 -3.21164 2.61719
C -1.98403 -2.31411 3.11654
C -2.00988 -1.27346 2.24570
N -1.11587 -1.51947 1.22105
C -0.57660 -2.69513 1.48263
H -1.55706 -4.89898 3.73106
H 0.11507 -4.33385 3.94210
H -0.37138 -5.16714 2.44753
H -2.53930 -2.50707 4.01734
H -2.64049 -0.40103 2.25686
H 0.16494 -3.18293 0.87325
*
```

Now the Mulliken charges, all in e:
1 Ta 1.82
2 N -0.29
3 N -0.30
4 C 0.59
5 N -0.36
6 N 0.24
7 N 0.59
8 O -0.77
9 O -0.57
10 H 0.27
11 H 0.22
12 H 0.20
13 H 0.18
14 H 0.21
15 O -0.56
16 N 0.12
17 C -0.25
18 C -0.76
19 C -0.11
20 C -0.84
21 C 0.84
22 S -0.46
23 H 0.47
24 H 0.43
25 H 0.41
26 H 0.42
27 C -0.78
28 O -0.31
29 H 0.30
30 H 0.27
31 H 0.24
32 Cl -0.24
33 C 1.39
34 C -1.65
35 C 1.05
36 Cl -0.11
37 C -0.55
38 Cl -0.17
39 C 0.59
40 Cl -0.17
41 C -0.44
42 Cl -0.17
43 C -0.90
44 N 0.14
45 C -0.62
46 C -0.69
47 N 0.17
48 C -0.32
49 H 0.34
50 H 0.31
51 H 0.34
52 H 0.46
53 H 0.52
54 H 0.27

***

(3)
A single C6H6N2 molecule. Source: the OMol25 dataset; level of theory: ωB97M-V/def2-TZVPD.

Its total energy is -341.6086 hartree. The LUMO energy is -0.74 eV. The SMILES is CCC=C(C#N)C#N. As for the frontier orbital gap: 9.90 eV.

```
! wB97M-V def2-TZVPD RIJCOSX def2/J DEFGRID3
* xyz 0 1
C 1.53046 -0.59404 0.57294
C 1.38028 0.66033 -0.46832
C -0.16891 0.59056 -0.77007
C -1.27325 0.17313 -0.06550
C -2.65956 0.20739 -0.69962
N -3.76086 0.44015 -0.99642
C -1.25349 -0.56813 1.05877
N -1.11676 -1.24818 1.93981
H 0.53270 -0.27834 1.11145
H 1.10512 -1.55286 0.11666
H 2.33160 -0.71746 1.36137
H 1.69535 1.49486 0.02220
H 1.93569 0.50199 -1.38454
H -0.27839 0.89059 -1.79872
*
```

Now the Mulliken charges, all in e:
1 C -0.85
2 C -0.52
3 C -0.34
4 C 0.53
5 C -0.09
6 N -0.42
7 C 0.24
8 N -0.36
9 H 0.14
10 H 0.33
11 H 0.32
12 H 0.32
13 H 0.32
14 H 0.38